# 1
107
Properties=species:S:1:pos:R:3:forces:R:3:mulliken_charge:R:1 method="wB97M-V/def2-TZVPD" multiplicity=1 homo_energy_ev="-9.985 / -10.185" lumo_ev="-4.481 / -4.598" total_charge=+1 energy_ev=-74789.853 gap_ha="0.202 / 0.205"
Pt 0.2824 -0.2099 -0.8435 -1.2649 -0.1886 1.1798 0.629
C -5.1781 0.1114 1.7276 -0.0475 -0.0095 0.0807 -1.494
C -4.4974 0.9579 2.8145 -0.0050 -0.0207 0.0215 1.787
C -4.2459 0.0955 4.0592 0.0673 0.0938 -0.1077 -1.811
C -5.4240 2.1149 3.2094 0.0825 -0.0094 0.0146 -1.976
C -3.1789 1.4613 2.2248 -0.1094 0.0113 0.1431 -0.306
C -2.0442 0.6803 2.2313 0.1297 0.0325 -0.0496 0.637
C -0.9054 1.0794 1.5143 -0.5369 0.1681 0.3890 -0.772
N 0.1897 0.3226 1.3070 0.6079 0.3182 -1.3408 0.057
C 0.7744 -0.8675 1.4613 0.3539 -0.2166 -0.1455 0.380
C 0.4350 -1.9238 2.3382 -0.3940 -0.3253 0.0093 0.008
C 1.1324 -3.0971 2.3273 -0.2509 0.1485 0.2301 -0.806
C 2.2365 -3.2327 1.4398 0.1121 0.2873 -0.2134 0.228
C 2.6594 -2.2676 0.5607 0.0340 -0.1734 -0.0957 -0.676
C 1.9489 -1.0204 0.5549 0.1658 0.0862 0.4124 0.702
O 2.2473 -0.0226 -0.2244 0.3209 -0.2155 -0.3204 -1.010
C 3.7995 -2.5209 -0.4296 0.0313 -0.0140 -0.0079 2.228
C 4.9365 -1.4995 -0.2461 -0.1657 -0.1013 0.0196 -1.744
C 3.2394 -2.4627 -1.8656 0.0391 0.0633 0.1215 -1.538
C 4.3970 -3.9157 -0.2322 -0.0043 0.0578 -0.0221 -2.286
C 0.6577 -4.2651 3.1909 -0.0444 -0.0712 0.0938 1.805
C 1.6153 -5.4612 3.1587 -0.0378 0.1414 -0.0443 -2.158
C 0.5088 -3.8181 4.6518 0.0263 0.0018 -0.0669 -1.645
C -0.7052 -4.7244 2.6419 0.0913 -0.0072 0.0241 -1.488
C -0.9070 2.3219 0.7894 0.3179 -0.4251 -0.0226 0.708
O 0.1972 2.5225 0.0111 -0.1489 0.2595 0.1491 -0.815
C -1.9679 3.2152 0.9518 -0.1649 0.0546 0.0132 -0.177
C -3.0941 2.7161 1.6151 0.2037 -0.0545 -0.0765 -0.221
C -1.9475 4.7031 0.5512 0.0764 0.0629 -0.0404 2.540
C -2.8924 5.5016 1.4686 -0.0289 -0.0907 -0.0293 -2.030
C -2.3963 4.9261 -0.9160 0.0403 -0.0104 0.0888 -1.756
C -0.5458 5.2856 0.7922 -0.0674 -0.0489 0.0058 -1.329
H -6.1165 -0.3046 2.1023 0.0071 0.0128 -0.0209 0.486
H -5.3950 0.7215 0.8479 -0.0077 -0.0021 -0.0230 0.264
H -4.5324 -0.7109 1.4146 -0.0062 -0.0293 0.0015 0.263
H -5.1907 -0.1579 4.5397 -0.0180 -0.0116 -0.0345 0.465
H -3.7493 -0.8421 3.8060 0.0261 -0.0073 0.0521 0.324
H -3.6321 0.6402 4.7791 -0.0011 -0.0649 0.0510 0.421
H -6.2583 1.7383 3.8011 -0.0185 -0.0366 -0.0415 0.457
H -4.8924 2.8501 3.8172 -0.0497 0.0246 0.0085 0.398
H -5.8483 2.6162 2.3375 0.0405 0.0415 0.0142 0.311
H -2.0217 -0.2708 2.7442 -0.0175 -0.0092 -0.0476 -0.148
H -0.4151 -1.7868 2.9945 0.0300 -0.0326 -0.0127 0.387
H 2.7755 -4.1670 1.4528 -0.0697 0.0098 0.0144 0.643
H 4.5832 -0.4790 -0.3468 -0.0391 0.1075 -0.0253 0.296
H 5.3921 -1.6187 0.7389 0.0144 0.0280 -0.0119 0.393
H 5.7047 -1.6763 -1.0011 0.0107 -0.0059 0.0244 0.454
H 2.8287 -1.4835 -2.1030 -0.0324 0.0860 0.0189 0.209
H 4.0425 -2.6676 -2.5762 -0.0137 -0.0322 0.0071 0.537
H 2.4614 -3.2193 -1.9985 0.0061 0.0110 -0.0200 0.370
H 4.8369 -4.0237 0.7613 0.0012 -0.0591 -0.0138 0.451
H 3.6513 -4.6991 -0.3835 0.0568 -0.0369 -0.0068 0.441
H 5.1902 -4.0653 -0.9648 0.0084 -0.0114 0.0100 0.439
H 2.6081 -5.1869 3.5206 0.0247 -0.0404 -0.0275 0.440
H 1.2260 -6.2436 3.8097 0.0122 -0.0026 0.0127 0.455
H 1.7024 -5.8856 2.1571 0.0371 -0.0145 0.0041 0.401
H 1.4662 -3.4726 5.0452 -0.0153 0.0055 0.0325 0.387
H -0.2176 -3.0125 4.7637 0.0041 -0.0114 0.0142 0.298
H 0.1721 -4.6586 5.2599 -0.0167 0.0150 0.0134 0.466
H -0.6275 -4.9645 1.5795 -0.0330 -0.0283 0.0101 0.349
H -1.0375 -5.6179 3.1730 -0.0322 0.0174 0.0035 0.444
H -1.4648 -3.9504 2.7600 -0.0043 0.0041 -0.0034 0.289
H -3.9539 3.3640 1.6786 -0.0071 -0.0188 0.0277 0.345
H -3.9447 5.3284 1.2395 -0.0070 0.0000 0.0227 0.475
H -2.7164 5.2633 2.5189 -0.0197 0.0292 0.0036 0.385
H -2.7050 6.5662 1.3281 -0.0017 -0.0012 -0.0413 0.475
H -2.9173 4.0521 -1.3113 -0.0297 0.0604 0.0053 0.146
H -3.0848 5.7695 -0.9790 0.0245 0.0298 -0.0197 0.507
H -1.5495 5.1587 -1.5648 -0.0150 -0.0361 -0.0354 0.337
H -0.2568 5.1453 1.8356 0.0160 0.0500 0.0026 0.398
H 0.2108 4.8127 0.1774 -0.0388 0.0712 0.0743 -0.145
H -0.5503 6.3547 0.5771 -0.0105 0.0083 -0.0039 0.507
S -2.0762 -0.6718 -0.9431 0.7312 0.3685 -0.0642 -0.603
Sb -1.9354 0.6458 -2.8653 0.0618 -0.6647 0.2288 1.510
C -1.8094 -1.0262 -4.2070 -0.0972 0.7018 0.0980 0.532
C -0.8251 -1.9778 -3.9677 0.0240 0.0198 -0.0486 0.074
C -0.8685 -3.1828 -4.6490 0.0357 0.0285 0.0214 -0.893
C -1.8956 -3.4351 -5.5501 0.0081 -0.0381 -0.0057 -0.492
C -2.8744 -2.4818 -5.7798 -0.0631 0.0334 -0.0526 -0.625
C -2.8347 -1.2652 -5.1095 0.0684 0.0623 -0.0478 -0.477
C -3.8421 1.6279 -3.0482 0.7751 -0.1226 -0.1473 0.617
C -4.9367 0.9186 -2.5754 0.0355 -0.0169 0.0406 -0.513
C -6.1874 1.5182 -2.6086 -0.0181 -0.0392 0.0385 -0.733
C -6.3255 2.8093 -3.1011 -0.0070 0.0154 0.0091 -0.552
C -5.2206 3.5080 -3.5661 0.0479 0.0661 -0.0413 -0.460
C -3.9639 2.9180 -3.5444 -0.0784 -0.0585 -0.0559 -0.652
C 0.1033 1.3359 -2.1988 -0.9631 -0.3476 -0.0326 -0.692
C 1.0703 1.1205 -3.2728 0.5495 0.2091 -0.4886 0.199
C 2.1270 1.9269 -3.4522 -0.2673 -0.2554 -0.0841 -0.709
C 2.2646 3.1367 -2.6649 -0.1325 0.1945 0.1472 -0.808
C 1.3401 3.5019 -1.7789 0.1061 -0.0446 0.0743 -1.360
C 0.1245 2.6832 -1.4262 0.0372 0.1659 -0.1215 2.431
H -0.0437 -1.7950 -3.2380 0.0078 -0.0551 0.0212 0.050
H -0.1068 -3.9283 -4.4616 -0.0076 -0.0097 -0.0368 0.424
H -1.9334 -4.3827 -6.0711 -0.0028 0.0067 -0.0010 0.388
H -3.6781 -2.6798 -6.4768 0.0213 -0.0174 -0.0093 0.407
H -3.5997 -0.5188 -5.2889 -0.0292 -0.0316 -0.0062 0.460
H -4.8103 -0.0825 -2.1772 -0.0756 0.0085 0.0276 0.414
H -7.0501 0.9782 -2.2404 -0.0044 0.0087 -0.0245 0.442
H -7.3010 3.2769 -3.1213 -0.0014 -0.0133 0.0053 0.422
H -5.3320 4.5157 -3.9448 -0.0193 -0.0103 -0.0032 0.450
H -3.1001 3.4602 -3.9097 -0.0228 0.0313 -0.0033 0.396
H 0.9551 0.2450 -3.9028 0.0119 -0.0403 0.0950 0.320
H 2.8726 1.6913 -4.1991 -0.0147 -0.0180 -0.0081 0.465
H 3.1217 3.7741 -2.8387 -0.0141 0.0170 0.0153 0.436
H 1.4389 4.4265 -1.2267 0.0692 -0.0014 -0.0786 0.351
H -0.7674 3.2682 -1.6564 -0.0169 -0.0778 0.0861 -0.713

# 2
93
Properties=species:S:1:pos:R:3:forces:R:3:mulliken_charge:R:1 method="wB97M-V/def2-TZVPD" multiplicity=1 homo_energy_ev=-8.004 lumo_ev=0.108 energy_ev=-92385.208 gap_ha=0.298 relative_energy_kcal_mol=0.0
C -2.7933 3.1244 -1.6668 -0.0585 0.0058 -0.2894 -1.363
C -2.6801 3.3971 -0.2017 -0.2554 0.2211 1.0573 0.353
H -3.7881 3.3589 -2.0541 0.2128 -0.1228 -0.0813 0.364
H -2.5596 2.0651 -1.8640 -0.1097 0.3164 -0.0141 0.107
H -2.0542 3.7222 -2.2282 -0.2303 -0.1780 0.1846 0.333
C -3.6332 3.9211 0.5854 0.3849 -0.0098 -0.3938 0.078
C -4.9963 4.3548 0.1398 -0.3394 -0.1010 -0.0775 -1.441
H -3.4368 4.0753 1.6558 0.1231 -0.1097 -0.4490 0.389
H -5.2281 4.0818 -0.9031 0.0943 0.1353 0.4805 0.348
H -5.1368 5.4383 0.2495 0.0537 -0.1605 -0.0316 0.291
H -5.7395 3.8779 0.7931 -0.0628 0.1191 -0.1873 0.293
La -0.1104 -0.2489 -0.4000 -0.3636 1.4981 1.3991 2.068
Cl 1.9150 1.3674 -1.0359 0.5949 0.2631 -0.1965 -0.708
Cl -1.3029 -0.8236 -2.6567 -0.5016 -0.3671 -0.7291 -0.805
H 4.1962 -4.4899 -0.5171 -0.0883 0.2381 0.0051 0.321
H 4.7303 -3.4364 -2.8773 -0.0793 0.1357 0.1111 0.324
C 3.1413 -4.3558 -0.7749 -0.0929 0.2087 -0.2475 -0.909
C 3.6471 -3.3577 -2.9993 -0.0275 0.1486 0.1482 -0.899
N 2.9789 -3.2259 -1.7042 0.5547 -0.9143 -0.0916 0.224
H 2.5486 -4.1456 0.1131 0.0943 -0.1389 -0.0585 0.228
C 2.2055 -2.2045 -1.3961 -1.1900 0.8301 0.7570 0.491
O 1.4890 -2.1453 -0.3570 1.2877 -0.5478 -1.0647 -0.781
H 3.4102 -2.4886 -3.6100 0.0503 -0.0433 -0.0355 0.274
H 2.1779 -1.3325 -2.0980 0.2900 -0.7622 0.1348 0.150
H 2.8185 -5.2880 -1.2489 -0.1694 0.1906 0.0321 0.329
H 3.3196 -4.2677 -3.5152 -0.1529 0.1919 0.1480 0.312
H -3.8856 0.5974 -0.4452 0.1114 -0.5038 0.2118 0.115
H -4.4259 1.3189 2.1027 0.0918 -0.5397 -0.0586 0.166
C -3.9487 -0.4464 -0.0794 0.0907 0.3229 -0.5427 -0.735
C -4.4891 0.2228 2.2522 0.2637 0.1356 0.3838 -0.762
N -3.5950 -0.4846 1.3352 -0.3589 -0.0831 0.3602 0.356
H -3.2733 -1.0794 -0.6833 -0.3712 0.3489 0.4281 0.170
C -2.4908 -1.0389 1.7987 0.6173 -0.0302 -0.6606 0.142
O -1.5783 -1.5272 1.0729 -1.2354 0.0247 1.1408 -0.703
H -4.1665 -0.0183 3.2825 -0.3238 0.2320 -0.4538 0.295
H -2.3985 -1.0310 2.9089 0.0108 -0.0050 -0.6083 0.274
H -4.9889 -0.7870 -0.2046 0.3630 -0.0089 0.1386 0.389
H -5.5295 -0.0931 2.1094 0.2714 -0.0350 -0.0100 0.327
O -1.4185 1.5053 0.3986 0.2984 -1.2576 -0.2345 -0.551
C -1.3655 2.8850 0.3726 0.3840 0.1171 -0.0171 -0.037
C -1.2995 2.7771 2.9244 0.2373 0.4418 -0.1905 0.330
C -0.9505 3.4339 1.7388 -0.2510 0.0363 -0.4658 -0.095
H -1.8928 1.8582 2.8741 0.2893 0.3139 -0.0050 0.141
C -0.8989 3.3270 4.1429 -0.1639 -0.0863 -0.1062 -0.668
H -0.5891 3.2020 -0.3569 -0.0172 0.1228 0.3030 0.512
C -0.2146 4.6202 1.7753 -0.2607 -0.0308 0.2743 -0.430
H -1.2119 2.8299 5.0602 0.2121 0.1495 -0.0564 0.399
C -0.1581 4.5102 4.1861 -0.0985 -0.0408 -0.1308 -0.522
C 0.1768 5.1654 2.9968 -0.1299 -0.1403 0.0663 -0.698
H -0.0038 5.1275 0.8277 0.0730 -0.1666 0.3829 0.436
H 0.1362 4.9259 5.1487 -0.0222 -0.0716 -0.2309 0.378
H 0.7183 6.1097 3.0218 -0.0306 -0.2301 0.0400 0.405
Si -2.0905 -2.2727 -6.4062 0.2285 0.0342 0.0217 0.604
Cl -3.4452 -0.7126 -6.0442 -0.0867 -0.2351 -0.4409 -0.339
C -2.7301 -3.7028 -5.3731 0.1167 0.1352 0.2022 -0.861
C -0.4725 -1.4545 -5.9402 -0.0061 0.0077 0.3582 -0.477
C -1.9557 -2.9008 -8.1751 -0.2511 0.2009 -0.0965 -0.972
H -2.9693 -3.3550 -4.3580 0.0830 -0.1459 -0.2459 0.198
H -1.9780 -4.5011 -5.3052 -0.1801 0.1113 -0.0090 0.309
H -3.6437 -4.1184 -5.8290 0.3127 0.1649 0.1308 0.272
H -2.8791 -3.3779 -8.5225 0.1077 0.1092 0.0494 0.276
H -1.1610 -3.6588 -8.2228 -0.1138 0.1401 0.1392 0.313
H -1.6880 -2.1088 -8.8819 -0.0620 -0.0683 0.0929 0.277
H -0.5883 -0.9994 -4.9432 0.1142 -0.1967 -0.4561 -0.123
H -0.2348 -0.6418 -6.6466 -0.0862 -0.3779 0.1224 0.285
H 0.3647 -2.1631 -5.8935 -0.0857 0.1234 -0.1247 0.265
C 6.9410 2.5247 3.9415 0.1317 0.1033 -0.1330 -1.222
C 6.5220 1.2327 4.6198 -0.3138 0.2853 0.3102 -0.597
N 5.3228 0.6404 4.0368 -0.4549 -0.6749 -0.2271 0.262
C 5.4767 -0.7221 3.4518 0.0782 0.9988 0.1448 -0.799
C 5.4955 -1.8366 4.4838 -0.1284 0.0542 -0.0342 -0.896
C 4.1264 1.2797 4.2264 0.2234 0.2903 0.1536 -0.024
O 4.0545 2.3918 4.7386 -0.0623 -0.6511 -0.1915 -0.675
C 2.8858 0.4991 3.8446 0.0889 0.1883 -0.1426 -0.031
C 2.3780 -0.4083 4.7808 0.1909 0.2131 -0.4804 -0.154
C 1.3305 -1.2152 4.3792 -0.3819 0.1745 -0.3096 -1.288
C 0.8046 -1.0554 3.0920 0.1527 0.1554 0.2585 -0.473
N 1.2275 -0.1267 2.2221 0.2607 0.0063 0.3865 0.586
C 2.2566 0.6616 2.6020 -0.0529 -0.5307 0.1720 -0.387
H 7.1270 2.3386 2.8751 -0.0281 0.1880 0.2048 0.292
H 7.8623 2.8909 4.4070 -0.0731 -0.0233 -0.1454 0.388
H 6.1650 3.2883 4.0637 0.2179 -0.2407 -0.1376 0.309
H 7.3061 0.4782 4.5324 0.0221 0.1051 0.1837 0.460
H 6.3150 1.4375 5.6814 0.2005 -0.1339 -0.1922 0.315
H 4.6856 -0.8696 2.7152 0.1093 -0.0511 0.0298 0.343
H 6.4454 -0.6957 2.9284 -0.3944 -0.0928 -0.0468 0.496
H 4.5364 -1.9094 5.0064 0.2041 -0.0096 -0.0681 0.205
H 5.6778 -2.7799 3.9661 0.0420 -0.0632 0.1391 0.372
H 6.2889 -1.6703 5.2169 -0.0769 -0.0808 -0.0338 0.320
H 2.8286 -0.4717 5.7761 -0.2051 -0.0448 -0.3675 0.718
H 0.8844 -1.9438 5.0414 0.0477 -0.0549 0.0256 0.438
H -0.0106 -1.6979 2.7564 0.2467 0.1568 0.0076 0.556
H 2.6085 1.4043 1.8741 -0.2062 -0.3333 0.2811 0.454

# 3
63
Properties=species:S:1:pos:R:3:forces:R:3:nbo_charge:R:1 method="wB97M-V/def2-TZVPD" multiplicity=1 homo_energy_ev=-12.808 lumo_ev=-5.420 total_charge=+2 energy_ev=-57062.054 gap_ha=0.272 relative_energy_kcal_mol=13.3
Hf 0.0630 -0.1834 0.2584 -0.8804 -0.7523 0.4398 2.311
C -3.2467 -2.5868 -1.5366 0.2298 0.1056 0.0819 -0.259
C -2.5512 -3.6053 -2.1796 0.1827 0.1991 0.1017 -0.096
C -1.1700 -3.5798 -2.1974 0.0624 0.2397 0.1964 -0.224
C -0.4773 -2.5407 -1.5621 -0.2508 -0.3754 -0.3375 0.240
N -1.1744 -1.5534 -0.9380 -0.3263 -0.5910 -0.8265 -0.642
C -2.5132 -1.5893 -0.9306 -0.5895 -0.0497 -0.0905 0.092
C 0.9935 -2.4341 -1.5221 0.6494 0.1854 0.0596 -0.008
C 1.8350 -3.3782 -2.1225 -0.4889 0.1863 0.1753 -0.190
C 3.2085 -3.2367 -2.0416 -0.0158 0.0894 0.0144 -0.183
C 3.7605 -2.1454 -1.3927 -0.0960 0.1047 0.1057 -0.168
C 2.9334 -1.1966 -0.8007 0.0363 0.0505 -0.0392 -0.171
C 1.5427 -1.3144 -0.8384 0.2110 -0.7228 -0.7760 -0.625
H -4.3247 -2.5734 -1.5120 -0.0369 0.0454 0.0472 0.241
H -3.0857 -4.4083 -2.6600 -0.0490 -0.1134 -0.0918 0.241
H -0.6279 -4.3639 -2.7008 0.0574 -0.0027 0.0171 0.241
H -3.0093 -0.7728 -0.4170 0.0909 -0.0433 -0.0188 0.212
H 1.4321 -4.2265 -2.6528 -0.0353 -0.1123 -0.0422 0.213
H 3.8489 -3.9779 -2.4922 0.0630 -0.0717 -0.0768 0.232
H 4.8322 -2.0337 -1.3482 0.1242 0.0240 0.0204 0.230
H 3.3877 -0.3425 -0.3077 -0.0056 -0.0550 0.0021 0.223
C -2.2688 5.4527 5.0624 0.0810 0.0758 -0.1879 -0.621
C -1.8790 5.7617 3.6210 -0.0834 0.4296 0.5777 -0.213
N -1.8696 4.5654 2.7892 0.3680 -0.2345 -0.2787 -0.312
C -0.7010 3.9990 2.4812 0.1493 -0.1262 -0.1777 0.185
C -0.5560 2.8616 1.7230 0.1459 -0.6307 -0.3107 -0.347
C 0.8763 2.4310 1.4380 0.1048 1.8784 0.8884 0.807
O 1.7845 3.0615 1.9164 -0.1794 -0.3018 -0.0816 -0.548
O 1.0289 1.4177 0.6363 0.8198 0.9374 -0.1061 -0.828
C -1.7037 2.1724 1.2444 0.1602 0.9273 0.3535 0.597
O -1.6775 1.1358 0.5073 -0.0776 -0.2304 -0.3856 -0.780
C -2.9682 2.7615 1.6379 0.0182 0.0535 0.0659 -0.171
C -4.1686 2.1222 1.3023 -0.2523 0.2141 0.1161 -0.202
C -5.3703 2.6517 1.6704 0.2856 -0.1853 -0.1518 0.396
F -6.4769 1.9191 1.4120 -0.0600 0.1034 0.0908 -0.329
C -5.4838 3.9081 2.3156 0.5914 -0.0498 -0.1168 0.152
C -4.2861 4.5327 2.6425 -0.1255 0.0537 0.0299 -0.292
C -3.0349 3.9678 2.3705 -0.3978 -0.6945 -0.3993 0.217
N -6.7005 4.4734 2.6356 -0.2714 0.0101 0.0616 -0.428
C -6.8774 5.5210 3.6115 -0.0134 -0.1205 0.1751 -0.230
C -7.9230 5.0857 4.6456 0.8785 0.3916 0.3192 -0.239
N -9.1986 4.7477 3.9648 -0.4059 0.1035 0.1464 -0.492
C -8.9863 3.7065 2.9226 0.1337 -0.4901 -0.8787 -0.240
C -7.9352 4.2129 1.9345 -0.1941 -0.1687 -0.0532 -0.239
H -2.2223 6.3654 5.6469 -0.0157 0.1157 0.1012 0.241
H -1.5756 4.7401 5.4963 0.1007 -0.1167 0.0834 0.232
H -3.2713 5.0414 5.1379 -0.1021 -0.0543 0.0203 0.201
H -0.8731 6.1800 3.6030 -0.0912 -0.0107 -0.1232 0.238
H -2.5506 6.5021 3.1820 0.1428 -0.0405 -0.0770 0.211
H 0.2029 4.4777 2.8383 -0.0445 0.0568 0.0101 0.265
H -4.1408 1.1799 0.7768 -0.0264 -0.0496 0.0012 0.253
H -4.3183 5.5010 3.1064 -0.0086 0.0943 0.0593 0.223
H -7.1993 6.4541 3.1277 0.0784 -0.0031 0.0237 0.209
H -5.9525 5.7224 4.1461 -0.1053 0.0172 0.0461 0.248
H -8.0940 5.8845 5.3684 -0.1632 -0.0709 -0.0555 0.248
H -7.5649 4.2006 5.1739 -0.1950 -0.0112 -0.0587 0.237
H -9.5631 5.5960 3.5098 -0.0681 -0.1951 0.1704 0.437
H -9.8980 4.4375 4.6505 0.1037 0.1292 -0.1737 0.454
H -9.9280 3.5011 2.4151 -0.0729 0.1105 0.1277 0.249
H -8.6337 2.7894 3.3982 -0.0787 0.1593 0.1320 0.240
H -8.2905 5.1408 1.4633 -0.0073 -0.0248 -0.0206 0.201
H -7.8012 3.4789 1.1453 -0.1017 0.1154 0.1006 0.275
Cl -0.3282 -1.1929 2.2634 0.0469 -0.5079 0.9737 -0.418

Question: Look up the multiplicity of the first one.
Answer: 1